Record 1
Below is 12 unconnected molecules or ions with the total composition C48H126N6O24 in a non-equilibrium geometry, with properties calculated with wB97M-V/def2-TZVPD.

Last column: Löwdin charge in e.
Atoms and positions in Å:
1 C 1.977 -1.698 6.864  -0.0912
2 O 3.015 -2.354 7.547  -0.1684
3 C 4.226 -2.372 6.861  -0.2426
4 C 4.138 -3.335 5.710  -0.2095
5 N 5.181 -3.213 4.700  -0.0596
6 C 6.564 -3.229 5.160  -0.2136
7 C 7.500 -3.089 3.984  -0.2460
8 O 7.344 -4.209 3.169  -0.1858
9 C 7.986 -4.059 1.939  -0.1089
10 H 1.949 -1.845 5.783  0.0705
11 H 1.988 -0.646 7.157  0.0829
12 H 1.036 -2.113 7.238  0.0907
13 H 4.976 -2.709 7.570  0.1246
14 H 4.478 -1.376 6.466  0.1166
15 H 3.182 -3.196 5.196  0.0953
16 H 4.081 -4.361 6.132  0.1305
17 H 5.128 -4.014 4.075  0.1020
18 H 6.775 -4.199 5.655  0.1305
19 H 6.766 -2.436 5.882  0.1188
20 H 8.517 -3.089 4.410  0.1303
21 H 7.263 -2.152 3.461  0.1268
22 H 9.055 -3.834 2.064  0.0980
23 H 7.555 -3.173 1.440  0.0631
24 H 7.869 -4.882 1.243  0.0860
25 C -7.512 8.897 -1.900  -0.1309
26 O -6.496 8.078 -2.370  -0.1889
27 C -5.917 8.580 -3.554  -0.2591
28 C -4.620 7.897 -3.749  -0.2275
29 N -3.663 8.240 -2.695  -0.0402
30 C -2.466 7.401 -2.708  -0.2011
31 C -2.514 6.031 -2.078  -0.2734
32 O -3.122 5.985 -0.843  -0.1734
33 C -3.115 4.685 -0.282  -0.0843
34 H -8.027 8.287 -1.161  0.0894
35 H -8.219 9.135 -2.708  0.0887
36 H -7.175 9.840 -1.457  0.0915
37 H -5.785 9.663 -3.376  0.1271
38 H -6.573 8.502 -4.433  0.1264
39 H -4.206 8.101 -4.739  0.1213
40 H -4.898 6.815 -3.719  0.1246
41 H -4.132 8.126 -1.798  0.1070
42 H -1.780 8.006 -2.099  0.1212
43 H -2.042 7.264 -3.699  0.1030
44 H -1.452 5.742 -2.015  0.1096
45 H -3.038 5.330 -2.756  0.1117
46 H -3.694 3.983 -0.892  0.0886
47 H -3.483 4.761 0.738  0.0845
48 H -2.057 4.377 -0.194  0.0756
49 C 2.068 3.616 0.691  -0.1444
50 O 3.065 3.275 1.561  -0.1700
51 C 3.067 1.876 1.806  -0.2280
52 C 4.261 1.574 2.658  -0.1883
53 N 4.176 2.235 4.003  -0.0226
54 C 3.521 1.369 4.995  -0.2098
55 C 3.002 2.173 6.181  -0.2268
56 O 1.709 2.686 5.979  -0.1725
57 C 1.631 3.697 5.008  -0.1178
58 H 1.917 4.704 0.730  0.0964
59 H 1.074 3.222 0.964  0.0795
60 H 2.276 3.383 -0.363  0.0890
61 H 3.114 1.373 0.823  0.1291
62 H 2.122 1.576 2.282  0.1039
63 H 5.154 1.958 2.134  0.1131
64 H 4.431 0.492 2.666  0.1005
65 H 3.501 2.977 3.830  0.0521
66 H 4.260 0.642 5.333  0.1046
67 H 2.632 0.849 4.606  0.1152
68 H 3.724 2.960 6.451  0.1281
69 H 2.955 1.506 7.042  0.1065
70 H 2.488 4.390 5.015  0.0996
71 H 0.742 4.315 5.127  0.0910
72 H 1.576 3.227 4.019  0.0642
73 C 0.069 2.745 -2.352  -0.0860
74 O 0.086 1.592 -1.520  -0.2044
75 C -0.983 1.536 -0.638  -0.2452
76 C -0.904 0.172 -0.017  -0.1866
77 N 0.088 0.102 1.070  -0.0284
78 C 0.225 -1.278 1.540  -0.1958
79 C 0.893 -1.359 2.872  -0.2088
80 O 2.289 -1.188 2.792  -0.1853
81 C 2.992 -2.254 2.315  -0.1531
82 H 1.019 2.777 -2.887  0.0856
83 H -0.009 3.673 -1.774  0.0793
84 H -0.743 2.596 -3.076  0.0942
85 H -1.969 1.671 -1.100  0.1255
86 H -0.825 2.324 0.110  0.1068
87 H -0.725 -0.569 -0.802  0.1083
88 H -1.876 -0.067 0.435  0.1181
89 H 0.992 0.288 0.612  0.1156
90 H 0.697 -2.003 0.857  0.1114
91 H -0.753 -1.778 1.643  0.1299
92 H 0.676 -2.301 3.397  0.1142
93 H 0.544 -0.578 3.553  0.1130
94 H 2.589 -3.254 2.523  0.0958
95 H 4.011 -2.212 2.711  0.0708
96 H 3.172 -2.235 1.220  0.0778
97 C 1.287 5.994 -3.893  -0.1387
98 O -0.024 5.736 -4.257  -0.2018
99 C -0.133 5.076 -5.495  -0.2347
100 C -1.547 4.960 -5.867  -0.2375
101 N -1.737 3.981 -6.898  -0.0573
102 C -3.113 3.936 -7.429  -0.1945
103 C -4.174 3.539 -6.432  -0.2347
104 O -3.818 2.306 -5.853  -0.1706
105 C -4.350 2.124 -4.617  -0.1569
106 H 1.322 6.571 -2.966  0.0902
107 H 1.885 6.658 -4.552  0.0937
108 H 1.911 5.091 -3.799  0.0860
109 H 0.350 4.092 -5.366  0.1283
110 H 0.423 5.612 -6.276  0.1346
111 H -1.927 5.931 -6.187  0.1335
112 H -2.127 4.654 -4.977  0.1124
113 H -1.465 3.039 -6.653  0.1100
114 H -3.102 3.244 -8.280  0.1193
115 H -3.349 4.899 -7.899  0.1201
116 H -5.132 3.470 -6.977  0.1299
117 H -4.319 4.294 -5.648  0.1122
118 H -5.408 2.435 -4.557  0.0940
119 H -3.888 2.692 -3.788  0.0809
120 H -4.291 1.061 -4.399  0.0862
121 C 1.314 -1.651 -2.302  -0.1230
122 O 0.728 -2.628 -3.082  -0.1769
123 C 1.404 -3.860 -2.967  -0.2378
124 C 0.755 -4.921 -3.813  -0.2313
125 N -0.585 -5.277 -3.469  -0.0508
126 C -1.009 -6.408 -4.234  -0.2277
127 C -2.452 -6.712 -3.935  -0.2487
128 O -2.898 -7.958 -4.370  -0.1619
129 C -2.878 -8.106 -5.751  -0.1380
130 H 1.210 -1.940 -1.250  0.0730
131 H 0.874 -0.686 -2.535  0.0814
132 H 2.390 -1.498 -2.511  0.0929
133 H 1.378 -4.157 -1.903  0.1194
134 H 2.430 -3.710 -3.338  0.1271
135 H 1.503 -5.724 -3.789  0.1248
136 H 0.811 -4.540 -4.855  0.1298
137 H -1.225 -4.476 -3.470  0.0843
138 H -0.415 -7.273 -3.935  0.1349
139 H -0.923 -6.226 -5.320  0.1182
140 H -3.132 -5.913 -4.304  0.1197
141 H -2.636 -6.597 -2.859  0.1208
142 H -3.207 -9.111 -5.999  0.0875
143 H -1.887 -7.960 -6.215  0.0819
144 H -3.517 -7.383 -6.297  0.0945
145 O 5.242 -0.467 -1.077  -0.0649
146 C 6.023 -0.759 0.084  -0.2402
147 C 7.491 -0.779 -0.203  -0.2401
148 O 7.945 -1.944 -0.908  -0.0686
149 H 5.517 -1.022 -1.810  0.0686
150 H 5.871 0.027 0.818  0.1050
151 H 5.700 -1.740 0.451  0.1077
152 H 8.004 -0.819 0.765  0.1178
153 H 7.828 0.131 -0.710  0.1271
154 H 7.402 -2.092 -1.691  0.0749
155 O -6.869 -2.574 -1.485  -0.0570
156 C -6.641 -1.469 -0.683  -0.2863
157 C -7.825 -1.028 0.116  -0.2695
158 O -8.190 -2.007 1.075  -0.0481
159 H -7.778 -2.605 -1.800  0.0954
160 H -5.906 -1.768 0.071  0.1235
161 H -6.268 -0.648 -1.298  0.1200
162 H -8.669 -0.791 -0.568  0.1256
163 H -7.583 -0.063 0.585  0.1221
164 H -8.967 -1.695 1.546  0.0872
165 O -2.176 -3.701 -0.729  -0.0526
166 C -3.405 -3.851 -1.360  -0.2541
167 C -3.636 -2.922 -2.553  -0.2031
168 O -2.857 -3.353 -3.689  -0.0872
169 H -1.465 -3.853 -1.361  0.0635
170 H -3.587 -4.872 -1.711  0.1124
171 H -4.137 -3.582 -0.597  0.1149
172 H -3.455 -1.868 -2.335  0.1161
173 H -4.708 -3.067 -2.751  0.1069
174 H -3.400 -3.228 -4.471  0.0912
175 O 2.631 -5.568 0.651  -0.0670
176 C 3.616 -5.066 -0.240  -0.2523
177 C 5.031 -5.195 0.325  -0.2590
178 O 5.573 -6.476 0.121  -0.0432
179 H 2.737 -6.524 0.721  0.0845
180 H 3.504 -5.563 -1.209  0.1194
181 H 3.407 -3.998 -0.352  0.0979
182 H 4.901 -4.973 1.397  0.1204
183 H 5.656 -4.391 -0.060  0.1069
184 H 5.089 -7.085 0.687  0.0877
185 O -3.267 3.036 3.169  -0.0782
186 C -2.934 1.658 3.378  -0.2442
187 C -1.611 1.477 4.084  -0.2084
188 O -0.568 1.938 3.195  -0.1342
189 H -2.435 3.526 3.066  0.0783
190 H -3.751 1.221 3.970  0.1175
191 H -2.945 1.121 2.413  0.1072
192 H -1.408 0.434 4.332  0.1099
193 H -1.516 2.187 4.907  0.1252
194 H -0.305 1.209 2.567  0.0370
195 O -2.555 -5.675 5.762  -0.0634
196 C -3.123 -4.366 5.845  -0.2546
197 C -2.365 -3.478 4.906  -0.2430
198 O -1.001 -3.317 5.325  -0.0795
199 H -2.844 -6.164 6.536  0.0845
200 H -4.183 -4.362 5.545  0.1203
201 H -3.037 -3.975 6.866  0.1235
202 H -2.812 -2.491 4.803  0.1150
203 H -2.372 -3.965 3.919  0.1256
204 H -0.511 -4.068 4.977  0.0812

Summary:
**LUMO level**: 0.187 eV
**2S+1**: 1
**Energy**: -109887.866 eV
**ΔE to the lowest compared entry with this formula, charge and spin**: 0.00 kJ/mol
**Maximum force**: 2.61 eV/Å
**Highest occupied orbital energy**: -8.55 eV
**SMILES string**: COCCNCCOC.COCCNCCOC.COCCNCCOC.COCCNCCOC.COCCNCCOC.COCCNCCOC.OCCO.OCCO.OCCO.OCCO.OCCO.OCCO



Record 2
Below is C5H9N4O3P in the gas phase in a non-equilibrium geometry, with properties calculated with wB97M-V/def2-TZVPD.

Last column: natural (NBO) charge in e.
Atoms and positions in Å:
1 C 2.249 -2.053 0.738  -0.6439
2 C 2.881 -1.040 -0.386  -0.4130
3 C 2.573 0.562 -0.108  -0.4554
4 C 0.900 0.694 -0.127  0.3528
5 N 0.320 0.596 -1.433  -0.1822
6 N -0.987 0.654 -1.440  -0.1422
7 C -1.566 0.803 -0.143  -0.0137
8 P -3.521 0.821 -0.147  2.1353
9 O -4.070 -0.675 -0.384  -1.0450
10 O -4.166 1.311 1.420  -0.9556
11 O -4.155 1.958 -1.316  -0.9497
12 N -0.991 0.943 1.158  -0.1454
13 N 0.316 0.885 1.167  -0.1825
14 H 2.236 -3.143 0.259  0.2282
15 H 1.147 -1.822 1.055  0.2130
16 H 2.913 -2.009 1.726  0.2194
17 H 2.447 -1.266 -1.474  0.2209
18 H 4.060 -1.224 -0.370  0.2224
19 H 3.020 0.859 0.955  0.2401
20 H 3.063 1.230 -0.967  0.2460
21 H -4.325 0.467 1.973  0.5265
22 H -4.345 1.447 -2.159  0.5243

Summary:
**LUMO level**: -1.362 eV
**2S+1**: 1
**Energy**: -26718.342 eV
**Maximum force**: 6.18 eV/Å
**Highest occupied orbital energy**: -10.44 eV
**SMILES string**: CCCc1nnc(P(=O)(O)O)nn1



Record 3
Below is C3H4FI in the gas phase in a non-equilibrium geometry, with properties calculated with wB97M-V/def2-TZVPD.

Last column: natural (NBO) charge in e.
Atoms and positions in Å:
1 F -0.678 -1.958 -0.065  -0.4053
2 C -0.648 -0.386 0.084  0.2013
3 I -2.556 0.498 -0.008  0.1733
4 C 0.519 0.255 0.762  -0.4596
5 C 0.471 0.226 -0.765  -0.4376
6 H 1.233 -0.387 1.068  0.2322
7 H 0.323 1.112 1.475  0.2461
8 H 0.365 1.125 -1.305  0.2230
9 H 0.971 -0.486 -1.244  0.2266

Summary:
**LUMO level**: 0.288 eV
**2S+1**: 1
**Energy**: -13991.630 eV
**ΔE to the lowest compared entry with this formula, charge and spin**: 109.46 kJ/mol
**Maximum force**: 4.76 eV/Å
**Highest occupied orbital energy**: -9.64 eV
**SMILES string**: FC1(I)CC1